The following is a quantum chemistry calculation of a gas-phase ion, C5H9N (charge +1), from OMol25.

Energy above the lowest of the compared OMol25 structures with the same formula, charge and spin = 1.854 eV
Charge = +1
Multiplicity = 2
Max |F| = 3.28 eV/Å
⟨S²⟩ = 0.76
E_tot = -250.3005 hartree

Positions of all 15 atoms, in Å:
1 C 2.200 -0.319 -0.506
2 N 0.032 1.113 1.175
3 C -0.146 0.526 -0.069
4 C 0.844 0.180 -0.952
5 C -1.843 -1.196 0.320
6 C -1.514 -0.050 -0.245
7 H 2.710 0.523 0.014
8 H 2.096 -1.120 0.226
9 H 2.834 -0.652 -1.315
10 H 0.993 1.054 1.509
11 H -0.527 0.526 1.798
12 H 0.636 -0.294 -1.915
13 H -1.162 -2.017 0.557
14 H -2.841 -1.577 0.462
15 H -2.128 0.632 -0.851